<one>
18
Properties=species:S:1:pos:R:3 method="wB97M-V/def2-TZVPD" e_lumo_ha=0.0282 smiles=CN[C@H](CO)CS homo_energy_ev=-8.493 homo_lumo_gap_ha=0.3403
S -0.5491 -2.6798 1.0869
O -1.8059 1.2809 1.1327
N 0.2937 -0.3825 -1.4027
C -0.4812 -0.1867 -0.1999
C 1.5303 0.4159 -1.4427
C 0.1965 -0.9632 0.9897
C -0.6912 1.2485 0.2691
H -0.6310 2.0443 -0.4876
H -1.4681 -0.6654 -0.2852
H 0.4180 -1.3440 -1.6776
H 0.0778 -0.4827 1.9607
H 2.1711 0.2017 -0.5615
H -1.5665 -2.3146 1.8812
H 1.2547 1.4617 -1.4184
H 1.2462 -1.2149 0.8349
H 0.2261 1.6294 0.7574
H 2.1899 0.0193 -2.2153
H -2.4114 1.9321 0.7783

***

<two>
18
Properties=species:S:1:pos:R:3 method="wB97M-V/def2-TZVPD" e_lumo_ha="-0.0207 / -0.0202" homo_energy_ev="-9.064 / -9.110" homo_lumo_gap_ha="0.3124 / 0.3146"
S 0.1423 -0.5000 1.1062
O -0.7580 -0.2729 2.2122
N 0.2880 -1.9478 0.6815
C 1.7866 0.3447 1.2109
C -2.0719 0.5220 -0.3958
C 0.1567 -0.1740 -1.5723
C -0.5457 0.3451 -0.3886
H -0.4665 -0.8184 -2.0779
H 1.1197 -2.4086 0.4005
H 2.5441 -0.4590 1.0029
H 1.7783 1.0308 0.4511
H 1.0757 -0.7108 -1.1527
H 0.0963 2.2491 -0.1204
H -2.5361 1.5093 -0.1079
H 1.9180 0.7868 2.1661
H -2.6328 0.2616 -1.4113
H 0.5393 0.5655 -2.1422
H -2.4340 -0.3235 0.1376

***

Which of them is the most stable? Correct choice: <one>.

***

<one>
12
Properties=species:S:1:pos:R:3 method="wB97M-V/def2-TZVPD" e_lumo_ha=0.0202 homo_energy_ev=-7.992 homo_lumo_gap_ha=0.3139
F -1.5865 -1.6750 0.1856
N -2.1056 0.4377 0.0254
N -2.7129 1.4015 0.0250
C -1.2376 -0.4649 -0.1953
C 0.9436 0.7138 0.3669
C 0.1138 -0.1294 -0.5803
C 1.2795 -0.7074 0.0987
H 2.1318 -0.9639 -0.5811
H 0.8614 -1.3265 1.0325
H 0.5359 0.9691 1.3401
H 0.2203 0.0935 -1.6884
H 1.5562 1.6516 -0.0290

***

<two>
12
Properties=species:S:1:pos:R:3 method="wB97M-V/def2-TZVPD" e_lumo_ha=-0.0182 homo_energy_ev=-8.875 homo_lumo_gap_ha=0.3080
F -0.7534 -1.5538 -1.2674
N -2.0002 0.0924 0.0092
N 0.3101 0.2446 0.0534
C -0.8415 -0.7603 -0.0702
C -0.1351 1.4566 0.3286
C -1.5954 1.2922 0.2356
C 1.7039 -0.1889 -0.0317
H -2.3321 2.0539 0.3750
H -0.6874 -1.3404 0.7686
H 1.9552 -0.8441 0.7933
H 2.5263 0.4520 -0.3217
H 1.8496 -0.9042 -0.8726

***

<three>
12
Properties=species:S:1:pos:R:3 method="wB97M-V/def2-TZVPD" e_lumo_ha=0.0371 smiles=Cc1cc(F)[nH]n1 homo_energy_ev=-9.345 homo_lumo_gap_ha=0.3805
F -1.9429 1.4366 0.5215
N 0.2433 -0.7700 -1.0633
N -0.8621 0.0084 -0.9415
C 0.2598 0.3672 0.8976
C -0.8685 0.6949 0.1997
C 0.9272 -0.5192 0.0325
C 2.2112 -1.2074 0.2698
H 0.5792 0.6419 1.8498
H 2.7636 -0.9450 1.1731
H 2.8308 -1.0008 -0.5964
H 2.0438 -2.2891 0.1907
H -1.5785 -0.0180 -1.6748

***

Which of them is the most stable? Correct choice: <three>.

***

<one>
19
Properties=species:S:1:pos:R:3 method="wB97M-V/def2-TZVPD" e_lumo_ha="0.0337 / 0.0257" homo_energy_ev="-2.418 / -10.166" homo_lumo_gap_ha="0.1225 / 0.3992" spin_multiplicity=2
O -1.4516 1.2597 -2.7562
N 0.6788 1.1843 1.3551
N -1.1257 -0.2323 0.2745
C -0.3750 -1.5605 0.3852
C 1.5706 -0.0107 1.1382
C 1.1834 -1.1233 0.0973
H -1.4628 2.2473 -2.9377
H 0.3244 1.3759 2.3146
H 1.4139 -0.9409 -1.0022
H -1.1546 0.3298 -0.5762
H -1.8363 0.9085 -3.5624
H -2.1265 -0.3046 0.4728
H -0.5061 0.3303 0.9294
H 1.6858 -2.0711 0.1717
H 2.6481 0.2501 1.0103
H -0.7400 -2.2001 -0.4312
H 1.0893 1.9389 0.9827
H 1.7676 -0.4464 2.1317
H -0.6356 -1.9923 1.4153

***

<two>
19
Properties=species:S:1:pos:R:3 method="wB97M-V/def2-TZVPD" e_lumo_ha="0.0291 / 0.0220" homo_energy_ev="-2.699 / -10.038" homo_lumo_gap_ha="0.1283 / 0.3909" spin_multiplicity=2
O 2.3403 -1.2783 0.6174
N -1.1729 -0.1397 -1.6046
N 0.8409 1.3617 -0.4092
C -0.6379 -0.2238 0.8350
C -1.6342 -0.5731 -0.2836
C 0.0112 1.1453 0.8163
H -0.5192 -0.8259 -1.9768
H 0.1448 -0.9726 0.9217
H -0.7042 1.9579 0.8849
H 2.1886 -2.0239 0.0136
H 1.2102 2.3367 -0.4798
H -1.7591 -1.6547 -0.2641
H 0.2492 1.1470 -1.2357
H -1.9108 -0.0846 -2.2971
H -1.1487 -0.2903 1.8022
H 2.7749 -1.6758 1.3840
H -2.5880 -0.1340 -0.0093
H 0.6646 1.2282 1.6852
H 1.6504 0.7000 -0.4001

***

Which of them is the most stable? Correct choice: <two>.